Density functional theory data (ωB97M-V with the def2-TZVPD basis set) for an isolated ion of composition C4H9NO2 and charge +1.

As for the orbital gap (spin up / spin down): 10.619 / 5.800 eV. For the HOMO energy (spin up / spin down), the calculation gives -14.737 / -14.700 eV. The maximum force is 3.77 eV/Å. For the relative energy (zero: lowest compared OMol25 entry of this formula, charge and spin), the calculation gives 50.7 kcal per mole. The net charge is +1. As for the spin multiplicity: 2.

Last column: Löwdin charge in e.
Positions of all 16 atoms, in Å:
C: 0.558 1.035 0.289  -0.051
H: 0.492 -2.892 -0.455  0.075
C: -0.877 1.499 0.564  -0.197
H: 0.961 0.809 -1.877  0.168
H: 1.128 1.910 0.052  0.123
H: 0.925 -1.967 0.999  0.144
H: -2.506 0.838 1.173  0.110
C: 0.770 -1.079 -1.066  -0.374
H: -1.487 1.619 -0.337  0.133
H: -0.708 -1.866 0.162  0.123
O: 1.241 -1.606 -2.087  0.344
C: 0.364 -1.993 0.038  0.078
N: 0.717 0.285 -1.051  0.159
O: -1.598 0.624 1.504  -0.069
H: 0.883 0.355 1.127  0.149
H: -0.863 2.428 0.966  0.086

***

Density functional theory data (ωB97M-V with the def2-TZVPD basis set) for C4H9NO2S as an isolated structure.

As for the orbital gap: 9.072 eV. For the HOMO energy, the calculation gives -9.139 eV. The maximum force is 6.38 eV/Å. For the relative energy (zero: lowest compared OMol25 entry of this formula, charge and spin), the calculation gives 137.1 kcal per mole.

Last column: Löwdin charge in e.
Positions of all 17 atoms, in Å:
H: -1.341 -0.069 0.020  0.116
O: 1.768 1.906 -0.272  0.077
C: -0.458 0.443 -0.326  -0.225
H: -0.482 -0.421 -2.307  0.061
C: 0.778 -0.120 2.037  0.083
H: 0.274 -2.005 0.088  -0.135
C: 0.922 -0.149 0.089  -0.626
H: 0.674 0.920 2.194  0.047
H: -1.538 0.949 -1.983  0.070
N: 2.016 0.726 -0.271  -0.462
H: -0.134 -0.564 2.312  0.044
H: 0.311 1.141 -2.039  0.068
S: 1.488 -1.797 -0.322  0.848
H: 1.598 -0.575 2.341  -0.004
H: -0.293 1.350 0.080  0.057
C: -0.563 0.545 -1.863  -0.060
O: 3.068 0.237 -0.546  0.040

***

Density functional theory data (ωB97M-V with the def2-TZVPD basis set) for one molecule with the formula C4H9NO2S.

As for the orbital gap: 8.782 eV. The SMILES is COCON(C)C=S. For the HOMO energy, the calculation gives -8.374 eV. The maximum force is 6.57 eV/Å. For the relative energy (zero: lowest compared OMol25 entry of this formula, charge and spin), the calculation gives 139.7 kcal per mole.

Last column: Löwdin charge in e.
Positions of all 17 atoms, in Å:
C: -0.454 2.084 -1.688  0.013
H: 0.297 -2.657 0.625  0.121
H: 0.079 1.927 -2.504  0.035
N: 0.249 1.071 -0.832  -0.222
H: 1.209 2.554 0.152  0.062
H: -0.415 3.218 -1.327  0.139
O: -1.652 -1.973 -0.175  -0.151
H: -0.925 -0.129 0.875  0.130
C: -0.881 -2.716 0.810  -0.118
C: 1.138 1.469 0.107  -0.581
S: 1.822 0.515 1.423  0.460
H: -0.965 -3.752 0.426  0.071
O: -0.330 -0.217 -1.048  -0.089
C: -1.352 -0.576 -0.131  -0.257
H: -1.152 -2.770 1.958  0.122
H: -2.348 0.038 -0.499  0.163
H: -1.520 1.770 -1.458  0.102

***

Density functional theory data (ωB97M-V with the def2-TZVPD basis set) for one molecule with the formula C4H9NO2S.

As for the orbital gap: 9.665 eV. The SMILES is CC[C@@](C)(S)[N+](=O)[O-]. For the HOMO energy, the calculation gives -9.679 eV. The maximum force is 2.75 eV/Å. For the relative energy (zero: lowest compared OMol25 entry of this formula, charge and spin), the calculation gives 83.7 kcal per mole.

Last column: Löwdin charge in e.
Positions of all 17 atoms, in Å:
H: 0.922 0.878 -2.028  -0.157
H: -0.153 -1.378 1.073  0.129
C: -0.348 0.475 0.067  -0.607
H: 2.265 -0.629 -0.633  0.058
O: -2.461 -0.154 -0.593  0.100
S: 0.720 1.764 -1.060  0.757
H: 1.948 -2.163 0.174  0.076
H: -1.755 0.627 1.670  0.093
H: -1.639 2.082 0.673  0.085
H: 0.962 -1.682 -1.206  0.065
O: -0.850 -0.530 -1.952  0.032
C: 0.526 -0.631 0.646  -0.227
C: 1.482 -1.316 -0.324  -0.112
C: -1.069 1.272 1.122  -0.093
N: -1.301 -0.107 -0.915  -0.409
H: 1.103 -0.202 1.468  0.121
H: -0.351 1.695 1.819  0.089

***

Density functional theory data (ωB97M-V with the def2-TZVPD basis set) for one molecule with the formula C4H9NO2S.

As for the orbital gap: 9.812 eV. The SMILES is N[C@H](CCS)C(=O)O. For the HOMO energy, the calculation gives -9.112 eV. The maximum force is 4.10 eV/Å. For the relative energy (zero: lowest compared OMol25 entry of this formula, charge and spin), the calculation gives 31.9 kcal per mole.

Last column: Löwdin charge in e.
Positions of all 17 atoms, in Å:
H: 0.455 -1.696 -0.145  0.144
H: 1.177 1.346 -3.162  0.178
C: 0.443 0.636 -0.077  -0.308
H: 0.445 1.775 1.650  0.085
H: 1.998 1.139 1.272  0.067
O: 2.276 0.040 -1.473  0.107
C: -1.310 -0.983 0.768  -0.634
C: 1.292 0.722 -1.340  -0.518
H: -0.521 1.134 -0.391  0.151
S: -2.177 -2.008 -0.451  0.693
H: -3.407 -1.926 0.089  -0.147
H: 0.742 -0.959 1.373  0.116
N: 1.135 1.509 0.934  0.056
O: 0.661 1.433 -2.279  0.096
H: -1.962 -0.036 0.938  0.098
C: 0.129 -0.740 0.478  -0.266
H: -1.375 -1.386 1.817  0.083

***

Density functional theory data (ωB97M-V with the def2-TZVPD basis set) for one molecule with the formula C4H9NO3.

As for the orbital gap: 6.573 eV. For the HOMO energy, the calculation gives -9.379 eV. The maximum force is 3.89 eV/Å. For the relative energy (zero: lowest compared OMol25 entry of this formula, charge and spin), the calculation gives 172.5 kcal per mole.

Last column: Löwdin charge in e.
Positions of all 17 atoms, in Å:
H: -0.988 0.566 2.147  0.133
H: -2.409 0.511 -0.375  0.068
H: 2.447 1.078 1.232  0.125
O: 1.518 1.474 -0.537  -0.127
C: -0.127 -0.856 -0.970  -0.198
C: -0.986 0.457 1.056  -0.182
C: 1.933 0.641 0.364  -0.393
O: -1.335 -0.590 -1.657  -0.048
H: -0.561 -1.779 0.878  0.131
H: 2.581 -0.067 -0.228  0.174
H: -0.466 1.329 0.652  0.114
C: -0.212 -0.797 0.618  -0.314
N: 1.082 -0.565 1.172  0.230
H: 0.668 -0.168 -1.283  0.082
H: -1.121 0.114 -2.280  0.110
H: 0.314 -1.816 -1.369  0.141
O: -2.337 0.467 0.582  -0.047

***

Density functional theory data (ωB97M-V with the def2-TZVPD basis set) for a 2-piece molecular cluster, C4H9NO3 overall.

As for the orbital gap: 9.744 eV. The SMILES is CC(=O)NCC=O.O. For the HOMO energy, the calculation gives -9.282 eV. The maximum force is 6.76 eV/Å. For the relative energy (zero: lowest compared OMol25 entry of this formula, charge and spin), the calculation gives 64.1 kcal per mole.

Last column: Löwdin charge in e.
Positions of all 17 atoms, in Å:
N: 0.461 -1.036 -1.079  0.042
C: 0.945 -0.463 0.150  -0.128
H: -0.048 1.572 -2.655  0.074
O: -1.238 -1.029 -2.623  0.042
H: 0.040 0.458 3.340  -0.029
H: 1.024 0.723 0.225  0.138
H: 1.980 -0.840 0.507  0.139
C: -0.100 -0.971 1.327  -0.245
C: -0.579 1.095 -1.847  0.015
H: -0.524 1.498 -0.886  0.032
H: 0.641 -1.990 -1.115  0.122
H: -1.221 -0.785 1.223  0.143
H: 0.327 1.783 2.752  0.088
C: -0.378 -0.482 -1.966  -0.506
O: -0.128 0.934 2.625  0.004
H: -1.588 1.119 -2.232  0.071
O: 0.385 -1.588 2.254  -0.003

***

Density functional theory data (ωB97M-V with the def2-TZVPD basis set) for a 2-piece molecular cluster, C4H9NO3 overall.

As for the orbital gap: 10.699 eV. The SMILES is O=CCCNC=O.O. For the HOMO energy, the calculation gives -9.996 eV. The maximum force is 1.62 eV/Å. For the relative energy (zero: lowest compared OMol25 entry of this formula, charge and spin), the calculation gives 32.3 kcal per mole.

Last column: Löwdin charge in e.
Positions of all 17 atoms, in Å:
H: 1.695 0.366 -0.686  0.123
O: 0.452 0.925 2.918  -0.014
C: -0.242 0.048 -1.562  -0.132
H: 1.347 -0.553 -2.968  0.127
H: 1.569 1.587 1.397  0.138
C: 0.247 -0.566 -2.836  -0.280
C: 0.823 0.864 1.751  -0.344
H: -0.384 1.122 -1.637  0.125
O: -0.433 -1.083 -3.677  0.069
N: 0.293 -0.001 0.875  0.027
C: 0.798 -0.212 -0.461  -0.210
H: -0.579 -0.478 1.072  0.106
H: -1.827 0.607 2.649  0.042
H: -1.540 -0.818 2.694  0.046
O: -2.152 -0.215 2.245  -0.070
H: 1.144 -1.246 -0.514  0.123
H: -1.211 -0.349 -1.260  0.124

***

Density functional theory data (ωB97M-V with the def2-TZVPD basis set) for one molecule with the formula C4H9NO3.

As for the orbital gap: 9.969 eV. The SMILES is CC(=O)NO[C@@H](C)O. For the HOMO energy, the calculation gives -9.300 eV. The maximum force is 3.98 eV/Å. For the relative energy (zero: lowest compared OMol25 entry of this formula, charge and spin), the calculation gives 108.8 kcal per mole.

Last column: Löwdin charge in e.
Positions of all 17 atoms, in Å:
H: -1.814 1.931 -1.551  0.083
H: 0.516 0.226 1.906  0.147
H: -1.137 -1.304 -0.197  0.080
C: -1.547 0.554 0.079  -0.450
O: 0.756 -1.428 -0.714  0.099
H: 2.373 0.465 0.741  0.185
H: 3.385 -1.317 -0.103  0.082
C: 2.720 -0.758 0.546  -0.024
H: -2.971 0.586 -1.524  0.084
N: 0.728 0.279 0.916  -0.051
C: 1.302 -0.919 0.237  -0.447
O: -0.192 1.077 0.235  -0.082
C: -1.933 0.867 -1.358  -0.016
H: -1.289 0.302 -2.031  0.085
H: 2.942 -0.897 1.603  0.075
O: -1.671 -0.774 0.426  0.002
H: -2.169 1.111 0.790  0.147

***

Density functional theory data (ωB97M-V with the def2-TZVPD basis set) for one molecule with the formula C4H9NO3.

As for the orbital gap: 10.537 eV. The SMILES is C/N=C(\O)OCOC. For the HOMO energy, the calculation gives -9.647 eV. The maximum force is 3.60 eV/Å. For the relative energy (zero: lowest compared OMol25 entry of this formula, charge and spin), the calculation gives 72.5 kcal per mole.

Last column: Löwdin charge in e.
Positions of all 17 atoms, in Å:
O: 0.335 1.825 1.091  0.125
C: -1.767 -0.877 -0.775  -0.092
H: 0.052 1.698 2.013  0.133
C: 1.895 1.166 -1.243  -0.094
H: 1.668 0.997 -2.291  0.071
H: -0.916 -0.685 -1.436  0.075
O: -1.486 -0.477 0.562  -0.187
H: 1.727 2.213 -0.983  0.077
C: 0.505 0.608 0.574  -0.406
N: 1.099 0.253 -0.454  0.061
O: 0.356 -0.385 1.792  -0.041
H: -2.616 -0.279 -1.103  0.090
H: -1.116 -1.722 2.182  0.136
H: 2.950 0.926 -1.100  0.081
H: -0.096 -2.028 0.658  0.132
C: -0.565 -1.297 1.335  -0.247
H: -2.027 -1.935 -0.823  0.087

***

Density functional theory data (ωB97M-V with the def2-TZVPD basis set) for one molecule with the formula C4H9NO3.

As for the orbital gap: 9.992 eV. The SMILES is NC[C@@]1(O)[C@H](O)[C@@H]1O. For the HOMO energy, the calculation gives -9.307 eV. The maximum force is 2.83 eV/Å. For the relative energy (zero: lowest compared OMol25 entry of this formula, charge and spin), the calculation gives 78.8 kcal per mole.

Last column: Löwdin charge in e.
Positions of all 17 atoms, in Å:
H: 2.464 1.368 0.032  0.104
C: -0.421 -0.295 -1.012  -0.215
N: 2.409 0.467 -0.535  -0.005
H: -0.999 -0.148 1.768  0.154
O: -1.486 1.553 0.484  -0.032
H: 2.125 -1.485 0.205  0.115
H: 0.391 1.702 -0.422  0.117
H: -2.300 1.196 0.086  0.096
C: -0.295 0.944 -0.126  -0.181
H: 2.093 -0.192 1.373  0.103
H: 3.356 0.054 -0.595  0.080
H: -1.766 -1.439 -0.131  0.145
C: 0.281 -0.422 0.304  -0.389
O: -1.718 -0.897 -1.024  -0.056
C: 1.780 -0.495 0.410  -0.190
H: 0.138 -0.243 -2.017  0.174
O: -0.599 -0.965 1.289  -0.021

***

Density functional theory data (ωB97M-V with the def2-TZVPD basis set) for a 2-piece molecular cluster, C4H9NO3 overall.

As for the orbital gap: 11.006 eV. The SMILES is CC(=O)ON.C1CO1. For the HOMO energy, the calculation gives -10.056 eV. The maximum force is 1.52 eV/Å. For the relative energy (zero: lowest compared OMol25 entry of this formula, charge and spin), the calculation gives 85.2 kcal per mole.

Last column: Löwdin charge in e.
Positions of all 17 atoms, in Å:
N: -0.054 1.489 -1.041  0.079
H: 1.808 -2.301 -2.510  0.108
H: 1.485 -2.648 -0.040  0.106
H: -0.914 2.012 -1.225  0.083
H: -2.041 0.154 2.684  0.090
C: 1.372 -1.651 -0.449  -0.126
C: -1.350 1.058 0.889  -0.521
C: -1.245 0.824 2.370  0.021
H: 1.571 -0.835 0.234  0.098
H: -1.400 1.769 2.886  0.094
H: 1.849 -0.484 -2.249  0.106
H: -0.268 0.424 2.621  0.081
O: 0.243 -1.477 -1.334  -0.103
C: 1.532 -1.458 -1.888  -0.180
O: -2.338 1.411 0.295  0.092
H: -0.143 0.616 -1.570  0.066
O: -0.108 1.099 0.329  -0.094

***

Density functional theory data (ωB97M-V with the def2-TZVPD basis set) for a 2-piece molecular cluster, C4H9NO3 overall.

As for the orbital gap (spin up / spin down): 8.763 / 8.761 eV. For the HOMO energy (spin up / spin down), the calculation gives -8.386 / -8.385 eV. The maximum force is 1.27 eV/Å. For the relative energy (zero: lowest compared OMol25 entry of this formula, charge and spin), the calculation gives 104.6 kcal per mole.

Last column: Löwdin charge in e.
Positions of all 17 atoms, in Å:
H: 1.738 0.155 1.689  0.082
H: 1.632 -0.111 -0.781  0.089
H: 0.034 1.948 -1.415  0.146
O: -1.525 0.180 -2.519  0.126
O: 0.129 -1.180 -1.848  0.088
H: 0.487 -1.815 2.403  0.086
H: -1.729 -0.588 -3.077  0.133
C: 0.075 -1.252 1.554  -0.122
C: 0.660 0.116 1.581  0.012
O: 1.327 0.704 -0.341  -0.079
C: -0.075 1.024 -0.833  -0.389
H: -0.939 2.024 0.618  0.046
H: 0.203 0.852 2.221  0.072
H: 0.350 -1.789 0.646  0.070
N: -0.906 1.067 0.271  0.038
C: -0.451 -0.118 -1.780  -0.473
H: -1.009 -1.217 1.611  0.076

***

Density functional theory data (ωB97M-V with the def2-TZVPD basis set) for a 2-piece molecular cluster, C4H9NO3 overall.

As for the orbital gap (spin up / spin down): 10.411 / 6.361 eV. For the HOMO energy (spin up / spin down), the calculation gives -15.304 / -15.297 eV. The maximum force is 0.83 eV/Å. For the relative energy (zero: lowest compared OMol25 entry of this formula, charge and spin), the calculation gives 25.8 kcal per mole. The net charge is +1. As for the spin multiplicity: 2.

Last column: Löwdin charge in e.
Positions of all 17 atoms, in Å:
H: -2.394 1.282 1.323  -0.005
H: -0.322 -1.278 0.526  0.150
H: 0.739 0.679 0.819  0.062
H: 0.863 -1.498 -2.109  0.182
H: -1.212 1.012 -0.842  0.167
H: -0.987 -2.134 -0.945  0.155
O: -2.015 1.728 2.083  -0.032
H: -1.671 1.038 2.662  0.046
N: 0.696 -0.962 -1.260  0.159
C: 1.856 -0.207 -0.817  -0.413
C: 1.750 0.596 0.448  0.048
C: -0.458 -1.262 -0.553  -0.052
O: 2.817 -0.340 -1.509  0.197
C: -1.566 -0.015 -0.667  -0.109
H: 2.432 0.106 1.146  0.120
O: -2.689 -0.324 -0.548  0.208
H: 2.161 1.581 0.243  0.115